{"formula": "C11H15N3O2S", "method": "ωB97M-V/def2-TZVPD", "mol_weight_da": 253.327, "orbital_gap_ev": 8.31, "smiles": "CCSC[C@](C#N)(CC#N)N(C(C)=O)C(C)=O", "total_charge": 0, "symbols": ["C", "C", "S", "C", "C", "C", "N", "C", "C", "N", "N", "C", "C", "O", "C", "C", "O", "H", "H", "H", "H", "H", "H", "H", "H", "H", "H", "H", "H", "H", "H", "H"], "positions_angstrom": [[-1.065, -1.475, 4.224], [-0.481, -1.413, 2.701], [0.636, 0.065, 2.596], [1.702, 0.028, 1.084], [0.892, -0.324, -0.303], [0.808, -1.951, -0.311], [0.756, -3.164, -0.223], [1.900, 0.055, -1.500], [1.420, -0.384, -2.961], [0.900, -0.719, -4.009], [-0.418, 0.344, -0.275], [-1.476, -0.247, -1.111], [-1.868, 0.144, -2.620], [-2.215, -1.139, -0.562], [-0.412, 1.814, -0.205], [0.097, 2.859, -1.313], [-0.928, 2.343, 0.842], [-2.213, -1.649, 4.244], [-0.882, -0.436, 4.686], [-0.508, -2.256, 4.852], [-1.342, -1.425, 1.931], [0.192, -2.352, 2.580], [2.641, -0.634, 1.208], [2.097, 1.112, 0.927], [2.248, 1.162, -1.498], [2.876, -0.549, -1.300], [-1.135, 0.850, -3.141], [-2.001, -0.804, -3.278], [-2.918, 0.636, -2.593], [-0.405, 3.879, -1.098], [1.236, 3.056, -1.176], [-0.136, 2.573, -2.396]], "mulliken_charge": [-0.832, -0.109, -0.166, -0.862, 0.443, -0.133, -0.603, -0.235, 0.083, -0.481, 0.685, 0.464, -1.096, -0.499, 0.309, -0.900, -0.485, 0.281, 0.252, 0.227, 0.146, 0.258, 0.449, 0.354, 0.334, 0.438, 0.213, 0.325, 0.316, 0.355, 0.253, 0.215]}